# 1
Density functional theory data (ωB97M-V/def2-TZVPD) for an isolated molecule of C12H21N.

Geometry as XYZ:
```
34
Properties=species:S:1:pos:R:3:mulliken_charge:R:1
H 1.660 -1.343 -1.209 0.33
H -1.863 2.601 -0.803 0.30
H 1.952 -3.480 -0.421 0.30
H -2.566 -1.019 0.603 0.33
H 0.205 -3.899 -0.657 0.25
C 0.903 -3.139 -0.279 -0.49
C 2.018 1.950 -2.722 -1.15
C -0.361 0.404 -0.396 -0.34
H -1.165 3.099 0.751 0.31
H 0.174 -2.006 -1.960 0.31
H 3.085 2.245 -2.757 0.24
C -1.851 2.394 0.277 -1.56
C 0.900 1.322 -0.401 0.99
C 0.294 -1.395 1.300 -0.47
H 1.454 1.805 -3.610 0.27
H -3.227 0.149 -0.590 0.32
H -0.558 -1.217 1.998 0.30
C 1.511 1.884 0.848 -1.85
H -1.180 0.889 1.586 0.17
C 0.709 -1.846 -1.029 -0.70
C 1.427 1.678 -1.557 0.08
H -3.547 0.317 1.127 0.45
H -0.728 0.457 -1.441 0.53
C -1.495 0.912 0.559 0.56
H -0.329 -3.439 1.499 0.25
N -0.036 -1.014 -0.072 0.32
H 1.595 2.943 0.870 0.48
C 0.574 -2.903 1.211 -0.68
H 2.511 1.489 0.926 0.40
H -2.823 2.631 0.674 0.47
H 1.223 -0.881 1.594 0.16
H 0.952 1.621 1.753 0.31
C -2.754 0.032 0.415 -1.60
H 1.335 -3.240 1.912 0.39
```

Summary:
Strongest force on any atom: 2.32 eV/Å
Relative energy (zero: lowest compared OMol25 entry of this formula, charge and spin): 46.6 kcal per mole
SMILES: C=C=C(C)[C@H](C(C)C)N1CCCC1
Highest occupied orbital energy: -0.2612 hartree
Energy: -524.44704 a.u.

***

# 2
Density functional theory data (ωB97M-V/def2-TZVPD) for a cluster of 2 separate species, CHClF2O2S in total.

Geometry as XYZ:
```
8
Properties=species:S:1:pos:R:3:mulliken_charge:R:1
C -0.347 1.270 -0.573 0.10
O -0.081 -2.122 0.375 -0.25
O 1.043 -0.359 1.794 -0.44
Cl 1.154 -2.715 -0.699 0.06
F -1.302 2.155 -0.139 -0.22
S -0.235 -0.782 1.266 0.57
F -0.730 0.711 -1.653 -0.14
H 0.497 1.844 -0.371 0.31
```

Summary:
Strongest force on any atom: 5.04 eV/Å
Relative energy (zero: lowest compared OMol25 entry of this formula, charge and spin): 113.9 kcal per mole
Highest occupied orbital energy (alpha / beta): -0.3080 / -0.3081 hartree
Energy: -1247.09624 a.u.

***

# 3
Density functional theory data (ωB97M-V/def2-TZVPD) for an isolated molecule of CH4N2OS.

Geometry as XYZ:
```
9
Properties=species:S:1:pos:R:3:mulliken_charge:R:1
H -1.564 -0.203 -0.564 0.20
O -1.149 1.626 -0.690 -0.34
C 0.356 0.008 0.179 0.39
H -0.179 -1.976 0.361 0.24
H 1.433 -1.636 0.669 0.26
N -0.764 0.347 -0.405 -0.09
H -0.297 2.039 -0.369 0.28
S 1.569 1.138 0.665 -0.47
N 0.594 -1.343 0.154 -0.47
```

Summary:
Strongest force on any atom: 2.19 eV/Å
Relative energy (zero: lowest compared OMol25 entry of this formula, charge and spin): 45.7 kcal per mole
SMILES: NC(=S)NO
Highest occupied orbital energy: -0.3204 hartree
Energy: -623.38644 a.u.